1.
# C33H34BiI2N8S2

A structure of composition C33H34BiI2N8S2 (wB97M-V/def2-TZVPD, OMol25).

Properties
Gap between HOMO and LUMO   7.4205 eV
ΔE to the lowest compared entry with this formula, charge and spin   0.0 kJ/mol

ORCA input file:
```
! RIJCOSX wB97M-V def2-TZVPD def2/J DEFGRID3
* xyz 1 1
Bi -0.89 -0.08 0.82
I -1.26 -0.43 5.71
I 0.88 -2.25 3.48
S -2.78 -1.28 2.10
S -2.78 1.44 0.14
N 3.05 -0.52 0.70
N -1.40 -1.05 -1.98
N -7.62 -3.72 -0.76
N 1.40 -2.12 -0.89
N 0.26 1.40 -1.31
N -1.13 0.97 -3.19
N -7.79 -0.21 -2.89
N 2.57 -0.27 -2.38
C -4.01 0.18 0.05
C -7.02 -0.40 -2.06
C 1.44 3.50 -2.70
C -0.14 1.28 2.34
C 0.97 3.09 3.92
C -0.13 1.69 -2.54
C -3.33 -2.43 -2.40
C 2.61 -2.99 -1.11
C -5.04 0.36 -0.86
C -3.99 -0.98 0.85
C -5.99 -1.77 -0.27
C -3.05 -0.38 -3.58
C 3.26 -2.60 -2.43
C -6.03 -0.60 -1.04
C 3.57 -2.82 0.06
C 1.07 4.42 3.50
C 1.22 2.16 -0.75
C 0.45 2.74 -3.28
C 1.47 2.73 5.18
C 1.65 5.37 4.32
C 4.65 -0.91 -1.17
C -0.37 -2.28 5.21
C 3.76 -1.15 -2.39
C -6.91 -2.84 -0.53
C -3.78 -1.52 -3.35
C 2.15 5.00 5.57
C 2.05 3.68 5.99
C -4.99 -1.94 0.67
C 1.85 3.20 -1.39
C -2.15 -2.14 -1.75
C 4.11 -1.40 0.18
C -1.85 -0.18 -2.87
C 0.37 2.12 3.06
H 2.61 3.78 -0.89
H -3.88 -3.33 -2.17
H 2.28 -4.03 -1.15
H 0.54 -2.48 -1.30
H 0.11 2.95 -4.28
H -5.07 1.26 -1.46
H 4.40 -3.50 -0.10
H 5.59 -1.44 -1.36
H 2.43 3.40 6.97
H 4.37 -0.97 -3.27
H 3.37 0.45 0.68
H 1.62 -1.19 -1.33
H 1.26 -1.94 0.11
H 1.38 1.70 5.50
H -4.70 -1.69 -3.88
H -3.39 0.37 -4.29
H 2.79 0.68 -2.12
H 2.89 -0.72 1.68
H 1.48 1.91 0.27
H -1.15 -3.00 5.01
H 4.10 -3.27 -2.61
H -1.48 1.45 -4.00
H 1.89 4.31 -3.25
H 2.56 -2.73 -3.26
H 0.66 4.70 2.54
H -1.79 -2.81 -0.97
H -4.96 -2.84 1.27
H 3.09 -3.12 1.00
H 0.27 -2.59 6.02
H 1.72 6.40 4.00
H 4.91 0.15 -1.10
H 2.60 5.74 6.21
H 2.15 -0.24 -3.30
H 4.97 -1.43 0.87
*
```

2.
# C29H30O3P3RuS2Te

A structure of composition C29H30O3P3RuS2Te (wB97M-V/def2-TZVPD, OMol25).

Properties
Gap between HOMO and LUMO (alpha / beta)   8.0051 / 6.1278 eV
ΔE to the lowest compared entry with this formula, charge and spin   9.0 kJ/mol

ORCA input file:
```
! RIJCOSX wB97M-V def2-TZVPD def2/J DEFGRID3
* xyz 1 5
Te -3.44 -1.39 -0.08
Ru -0.79 -1.33 0.37
S 0.02 -1.69 -1.84
S -0.75 -0.70 2.69
P -2.71 -3.69 0.35
P 1.80 -1.56 -0.83
P 1.26 -0.82 2.31
O -3.69 -4.38 1.37
O -1.29 -3.64 0.79
O -2.89 -4.47 -0.98
C -3.99 -3.03 3.40
C 3.27 1.06 2.21
C 4.01 2.13 2.69
C 3.24 -4.58 3.98
C -3.50 -4.33 2.81
C 2.16 0.61 2.92
C -4.20 -4.81 -1.54
C 3.77 1.75 -2.05
C 2.03 -2.27 3.03
C 2.51 2.32 4.57
C 2.57 -3.16 -0.57
C 2.99 -0.49 -1.63
C 2.45 -5.56 -0.51
C 3.82 -3.20 0.05
C 1.49 -3.52 2.72
C 3.18 -2.18 3.82
C 1.88 -4.34 -0.84
C 4.72 1.24 -2.94
C -4.51 -6.26 -1.28
C 3.94 -0.99 -2.52
C 2.10 -4.67 3.20
C 4.80 -0.12 -3.17
C 1.13 -0.93 0.61
C 3.69 -5.60 0.11
C 2.90 0.89 -1.40
C 3.62 2.76 3.87
C 4.37 -4.42 0.39
C 3.78 -3.34 4.29
C 1.77 1.24 4.10
H -4.12 -4.59 -2.60
H 1.68 -5.64 2.96
H 3.56 0.57 1.29
H 4.00 -2.06 -2.71
H 4.13 -6.55 0.36
H -5.02 -2.83 3.11
H 2.21 2.81 5.49
H -2.44 -4.50 3.01
H 0.89 0.90 4.63
H 3.60 -1.22 4.06
H 2.16 1.27 -0.71
H 1.92 -6.47 -0.73
H 5.34 -4.46 0.88
H 4.67 -3.27 4.90
H -3.94 -3.08 4.48
H 4.19 3.60 4.24
H -5.46 -6.52 -1.74
H -3.74 -6.90 -1.71
H -4.58 -6.46 -0.21
H 5.39 1.92 -3.45
H 4.35 -2.29 0.28
H 4.87 2.48 2.15
H 3.71 2.81 -1.87
H 0.59 -3.60 2.11
H -4.07 -5.18 3.18
H 3.72 -5.48 4.35
H -3.36 -2.19 3.08
H 5.53 -0.51 -3.87
H 0.90 -4.29 -1.31
H -4.95 -4.15 -1.10
*
```

3.
# C4H8O2

The molecule C4H8O2 at a distorted geometry (wB97M-V/def2-TZVPD, OMol25).

Properties
Gap between HOMO and LUMO   9.2233 eV
ΔE to the lowest compared entry with this formula, charge and spin   397.8 kJ/mol

ORCA input file:
```
! RIJCOSX wB97M-V def2-TZVPD def2/J DEFGRID3
* xyz 0 1
O -0.65 -1.43 -1.56
O 1.37 0.64 -0.13
C 0.20 -0.19 0.42
C -0.96 -0.52 -0.55
C 1.52 0.22 -1.34
C -0.27 0.65 1.57
H -1.73 -1.00 0.07
H 0.58 0.87 2.22
H 0.70 -1.13 0.67
H -0.69 1.58 1.19
H -1.42 0.41 -0.94
H 0.24 -1.11 -1.84
H -1.04 0.11 2.13
H 2.16 0.90 -1.91
*
```

4.
# C49H55N7O5Ta

A structure of composition C49H55N7O5Ta (wB97M-V/def2-TZVPD, OMol25).

Properties
Gap between HOMO and LUMO   6.8335 eV
ΔE to the lowest compared entry with this formula, charge and spin   0.0 kJ/mol

ORCA input file:
```
! RIJCOSX wB97M-V def2-TZVPD def2/J DEFGRID3
* xyz 3 1
Ta -0.35 -0.09 -0.35
O 5.08 -1.49 -1.37
O 0.34 1.42 0.74
O 0.88 0.26 1.43
O 1.22 2.60 -2.61
O 5.59 0.94 1.29
N -2.24 -1.22 -1.01
N 3.57 0.63 -2.35
N -2.46 3.18 -2.76
N 3.50 0.71 -0.09
N -1.48 -3.14 3.39
N -1.54 1.23 -1.60
N 1.53 0.22 -1.34
C -3.40 -3.46 -3.73
C 2.82 0.53 -1.23
C -2.96 1.04 3.69
C -0.15 -0.83 -4.49
C 0.37 -2.16 -0.30
C 5.66 1.82 -2.84
C 1.22 3.87 -3.28
C 0.29 -4.59 -0.47
C -0.66 -1.89 3.05
C -1.99 2.14 -2.18
C 2.13 -3.59 0.68
C -0.23 0.38 -5.15
C -4.92 4.52 -3.42
C 2.13 0.49 2.01
C -2.41 -3.54 2.29
C 2.09 0.50 3.40
C 7.12 -0.35 -1.88
C -4.41 4.47 -1.98
C 0.81 1.53 -3.30
C -2.58 0.89 1.34
C -2.40 -4.43 -3.72
C -4.45 3.30 -4.21
C -1.50 -0.67 2.78
C -3.33 -2.42 -2.82
C -3.23 1.49 2.41
C 5.73 -0.40 -1.89
C 0.26 1.56 -4.57
C -2.90 4.36 -1.95
C 1.59 -2.34 0.39
C -2.29 -2.37 -1.90
C 1.44 -4.73 0.29
C 0.95 0.28 -2.64
C -2.22 -3.07 4.69
C 3.30 0.63 1.29
C 5.01 0.69 -2.36
C -1.38 -4.37 -2.79
C 7.04 1.86 -2.86
C -1.31 -3.35 -1.84
C 4.47 0.76 3.43
C 0.48 -0.88 -3.25
C -0.22 -3.33 -0.83
C 4.75 -2.49 -2.34
C 3.27 0.62 4.11
C -2.94 3.17 -4.18
C -2.11 -0.04 3.86
C 4.49 0.77 2.04
C 6.87 0.99 1.94
C 7.77 0.78 -2.37
C -1.67 -0.16 1.47
H -4.21 -3.51 -4.44
H -2.83 -0.51 -1.42
H -3.01 -2.33 4.60
H -0.52 -1.74 -4.95
H -4.85 3.61 -1.46
H -0.60 -5.11 -2.83
H -2.58 2.25 -4.65
H 4.48 -3.39 -1.79
H 5.08 2.66 -3.19
H -1.52 -2.80 5.47
H -2.66 -1.44 -0.11
H 8.85 0.81 -2.38
H 0.65 -1.83 -2.75
H -0.01 -1.77 3.91
H -3.42 1.51 4.55
H -3.91 2.32 2.26
H -4.76 3.37 -5.25
H -2.49 4.25 -0.94
H 2.16 -1.50 0.72
H 7.67 -1.20 -1.51
H 5.40 0.87 3.98
H 5.61 -2.70 -2.98
H -0.79 -3.88 3.49
H 7.60 1.03 1.15
H 1.63 4.58 -2.57
H -1.91 -0.40 4.87
H 0.19 2.48 -5.12
H -2.79 1.31 0.36
H 7.02 0.10 2.55
H 3.10 0.56 -3.24
H 3.91 -2.17 -2.96
H -6.01 4.58 -3.43
H 6.94 1.89 2.55
H -2.43 5.23 -2.41
H -4.55 5.44 -3.90
H -2.64 -4.05 4.88
H 0.20 4.16 -3.54
H 3.07 -3.66 1.21
H -0.66 0.42 -6.14
H -0.22 -5.48 -0.80
H 1.81 -5.71 0.54
H -2.45 4.02 -4.66
H 7.55 2.73 -3.24
H 1.13 0.44 3.89
H -2.88 -4.48 2.56
H -2.42 -5.23 -4.45
H -3.16 -2.76 2.20
H -0.06 -2.17 2.19
H 1.83 3.83 -4.18
H -1.84 -3.65 1.37
H 4.49 0.90 -0.27
H -4.71 5.36 -1.43
H 3.26 0.64 5.19
H -4.09 -1.64 -2.82
H -4.90 2.40 -3.80
*
```

5.
# C6H10N2

The molecule C6H10N2 at a distorted geometry (wB97M-V/def2-TZVPD, OMol25).

Properties
Gap between HOMO and LUMO   9.7553 eV
SMILES   C1[C@@H]2N[C@@H]2C[C@@H]2N[C@H]12
ΔE to the lowest compared entry with this formula, charge and spin   659.6 kJ/mol

ORCA input file:
```
! RIJCOSX wB97M-V def2-TZVPD def2/J DEFGRID3
* xyz 0 1
N -1.21 -1.10 -1.67
N 1.53 1.30 0.74
C 0.19 1.36 0.76
C 1.01 0.05 1.06
C -1.38 0.05 -0.65
C -0.61 -1.24 -0.26
C 0.95 -1.13 -0.21
C -0.32 1.27 -0.61
H 0.58 1.05 -1.25
H -0.87 -2.14 0.51
H -0.34 1.85 1.64
H 0.81 -2.25 0.18
H 1.08 -0.41 1.96
H -0.82 2.25 -0.92
H 2.18 1.50 1.57
H -2.05 -1.79 -1.83
H -2.29 0.33 0.21
H 1.53 -0.95 -1.24
*
```

6.
# C3H4LiMnO4

A structure of composition C3H4LiMnO4 at a distorted geometry (wB97M-V/def2-TZVPD, OMol25).

Properties
Gap between HOMO and LUMO (alpha / beta)   8.9564 / 8.5077 eV
ΔE to the lowest compared entry with this formula, charge and spin   84.4 kJ/mol

ORCA input file:
```
! RIJCOSX wB97M-V def2-TZVPD def2/J DEFGRID3
* xyz 3 6
Mn 4.24 0.16 -0.45
O 0.33 0.54 -0.48
O -1.43 -0.84 -0.06
O 2.46 0.10 -0.43
O 1.03 -1.42 0.39
C -0.95 0.30 -0.43
C 1.35 -0.36 -0.14
C -1.84 1.38 -0.02
Li 1.86 -2.83 1.36
H -2.72 1.41 -0.67
H -0.73 -1.54 -0.06
H -2.28 0.77 0.93
H -1.31 2.34 0.05
*
```

7.
# C3H10NO2

A cluster of 2 separate species, C3H10NO2 in total at a distorted geometry (wB97M-V/def2-TZVPD, OMol25).

Properties
Gap between HOMO and LUMO   6.5100 eV
ΔE to the lowest compared entry with this formula, charge and spin   156.7 kJ/mol

ORCA input file:
```
! RIJCOSX wB97M-V def2-TZVPD def2/J DEFGRID3
* xyz -1 1
O 2.83 0.80 -1.28
O -2.30 -0.95 0.06
N 0.04 0.51 -0.34
C 0.08 -0.89 0.18
C -1.23 -1.25 0.85
C -0.03 1.52 0.65
H -1.44 -0.67 1.83
H 0.79 -0.83 0.99
H -0.29 2.43 0.08
H -0.64 1.25 1.47
H 0.97 1.59 1.11
H 1.94 0.80 -0.91
H 2.95 0.19 -2.07
H 0.22 -1.62 -0.73
H -0.85 0.57 -0.77
H -1.07 -2.39 1.12
*
```

8.
# C2H3BrINO

A structure of composition C2H3BrINO at a distorted geometry (wB97M-V/def2-TZVPD, OMol25).

Properties
Gap between HOMO and LUMO   9.2981 eV
ΔE to the lowest compared entry with this formula, charge and spin   0.0 kJ/mol

ORCA input file:
```
! RIJCOSX wB97M-V def2-TZVPD def2/J DEFGRID3
* xyz 0 1
I -0.21 -1.99 2.22
Br 2.20 0.14 1.02
O -1.82 0.33 0.38
N -0.28 1.07 -1.07
C 0.49 -0.94 0.46
C -0.76 0.28 -0.11
H 0.65 1.15 -1.45
H -1.04 1.72 -1.26
H 0.77 -1.76 -0.19
*
```

9.
# C2H5N3O4

A structure of composition C2H5N3O4 at a distorted geometry (wB97M-V/def2-TZVPD, OMol25).

Properties
Gap between HOMO and LUMO   10.1749 eV
ΔE to the lowest compared entry with this formula, charge and spin   120.2 kJ/mol

ORCA input file:
```
! RIJCOSX wB97M-V def2-TZVPD def2/J DEFGRID3
* xyz 0 1
O -1.98 -0.42 0.13
O 2.08 0.19 0.79
O -0.02 1.44 0.65
O 0.88 0.85 -1.47
N -0.01 0.60 -0.44
N -1.10 -0.79 -1.95
N 0.39 -0.24 2.26
C -1.14 -0.27 -0.71
C 0.92 0.31 1.14
H 1.04 -0.43 3.00
H -0.55 0.04 2.51
H -1.82 -1.44 -2.22
H 1.75 0.59 -1.08
H -0.45 -0.44 -2.63
*
```

10.
# C5H10O

The molecule C5H10O at a distorted geometry (wB97M-V/def2-TZVPD, OMol25).

Properties
Gap between HOMO and LUMO   10.4366 eV
SMILES   CC[C@@]1(C)CO1
ΔE to the lowest compared entry with this formula, charge and spin   255.8 kJ/mol

ORCA input file:
```
! RIJCOSX wB97M-V def2-TZVPD def2/J DEFGRID3
* xyz 0 1
O -1.46 0.41 -1.02
C -0.52 -0.18 -0.07
C -1.34 -1.55 -0.11
C 0.97 0.09 -0.45
C 2.02 0.59 0.59
C -1.29 1.04 0.21
H 0.90 0.86 -1.23
H -0.83 2.00 -0.02
H -0.61 -2.34 -0.25
H -2.06 -1.64 -0.97
H -1.96 -1.68 0.77
H 3.00 0.73 0.10
H 2.17 -0.12 1.40
H 1.75 1.56 1.03
H -2.09 1.06 0.95
H 1.38 -0.81 -0.92
*
```

11.
# C3H8N2S

A cluster of 2 separate species, C3H8N2S in total at a distorted geometry (wB97M-V/def2-TZVPD, OMol25).

Properties
Gap between HOMO and LUMO   9.0235 eV
SMILES   C=NSC.C=N
ΔE to the lowest compared entry with this formula, charge and spin   384.3 kJ/mol

ORCA input file:
```
! RIJCOSX wB97M-V def2-TZVPD def2/J DEFGRID3
* xyz 0 1
S 0.80 -0.19 -1.06
N 0.70 -0.60 1.55
N -0.39 -1.01 -1.81
C 0.13 1.53 -1.05
C 1.16 -1.74 1.79
C -1.46 -0.63 -2.29
H -0.56 1.84 -1.80
H 0.61 -2.54 2.26
H -2.10 -1.38 -2.66
H 1.01 2.19 -1.19
H -1.71 0.49 -2.27
H -0.27 -0.31 1.47
H -0.18 1.82 0.05
H 2.31 -1.71 1.74
*
```

12.
# C2H8IN2

A cluster of 2 separate species, C2H8IN2 in total at a distorted geometry (wB97M-V/def2-TZVPD, OMol25).

Properties
Gap between HOMO and LUMO   8.3789 eV
ΔE to the lowest compared entry with this formula, charge and spin   121.1 kJ/mol

ORCA input file:
```
! RIJCOSX wB97M-V def2-TZVPD def2/J DEFGRID3
* xyz 1 1
I -0.65 -0.81 2.76
N 1.78 1.38 -0.18
N -1.46 -1.27 -1.20
C -0.12 0.36 0.81
C 1.33 0.61 0.77
H -0.70 1.28 0.90
H -1.93 -0.85 -1.94
H -1.29 -2.18 -1.63
H 2.78 1.51 -0.34
H 1.85 0.06 1.57
H 1.09 1.74 -0.84
H -2.25 -1.58 -0.59
H -0.43 -0.25 -0.08
*
```

| no. | E (hartree) |
| --- | --- |
| 1 | -3322.126651 |
| 2 | -3532.055265 |
| 3 | -307.560916 |
| 4 | -2715.806476 |
| 5 | -343.885491 |
| 6 | -1575.029738 |
| 7 | -325.494996 |
| 8 | -3079.685114 |
| 9 | -544.341271 |
| 10 | -271.655174 |
| 11 | -626.676901 |
| 12 | -487.916790 |